No. 1
ORCA calculation (the ωB97M-V functional and the def2-TZVPD basis) on C23H39N12STl as an isolated structure.

The geometry in XYZ format:
```
76
Properties=species:S:1:pos:R:3:forces:R:3:lowdin_charge:R:1
Tl -0.280 -0.054 0.381 0.1182 0.0607 -0.1539 0.775
N 1.585 1.838 1.241 -0.0045 -0.0166 0.1678 -0.075
C 2.534 2.507 0.342 -0.0589 0.0172 -0.0198 -0.251
C 1.857 2.835 -0.973 0.0834 0.0908 -0.1984 -0.222
N 1.591 1.639 -1.778 -0.0890 -0.0397 0.2790 -0.092
C 2.552 1.382 -2.851 0.0786 -0.0638 -0.0096 -0.197
C 2.887 -0.112 -3.062 -0.1196 -0.0301 0.1425 -0.239
N 1.871 -0.993 -2.465 0.0194 0.1374 -0.1693 0.005
H 2.054 1.567 2.099 -0.0077 -0.0159 0.0092 0.074
H 0.860 2.494 1.518 -0.0116 -0.0301 0.0135 0.052
H 2.936 3.427 0.778 0.0101 -0.0088 0.0162 0.122
H 3.375 1.835 0.156 0.0133 0.0348 -0.0115 0.106
H 0.917 3.360 -0.773 0.0115 -0.0487 0.0132 0.123
H 2.495 3.542 -1.510 -0.0562 0.0521 -0.0939 0.120
H 0.653 1.669 -2.144 -0.0107 0.0219 -0.0927 0.068
H 2.227 1.822 -3.799 -0.0971 0.0383 0.0262 0.115
H 3.473 1.899 -2.582 0.0583 0.0140 -0.0621 0.114
H 2.915 -0.318 -4.131 0.0764 0.0075 -0.0578 0.104
H 3.896 -0.304 -2.684 -0.0242 -0.0699 0.1092 0.103
H 2.196 -1.952 -2.516 0.0090 -0.0188 0.0364 0.076
H 1.765 -0.775 -1.479 0.0858 -0.0460 -0.1497 -0.021
N -1.811 1.707 4.789 -0.0547 -0.0563 0.0561 0.048
C -0.780 1.462 3.973 -0.0463 0.0656 0.0197 -0.162
N -1.191 1.485 2.723 0.1095 -0.0544 -0.0166 0.063
C -2.522 1.750 2.843 -0.1467 0.0534 -0.1049 -0.319
N -2.938 1.890 4.083 0.1601 -0.0103 0.0269 0.144
C -3.437 1.909 1.698 0.0645 -0.0277 0.0937 -0.198
C -4.761 2.313 1.897 -0.0172 -0.0180 -0.0729 -0.046
N -5.592 2.493 0.884 0.0575 -0.0281 -0.0828 0.109
C -5.104 2.280 -0.338 -0.0349 0.0336 0.1128 -0.104
C -3.797 1.870 -0.532 -0.0245 0.0119 -0.0084 -0.134
N -2.956 1.676 0.482 -0.0040 0.0313 -0.0640 0.084
H -1.828 1.771 5.795 -0.0051 0.0153 0.0001 0.169
H 0.226 1.286 4.320 -0.0389 -0.0005 0.0158 0.134
H -5.136 2.488 2.897 -0.0006 0.0128 0.0080 0.123
H -5.772 2.448 -1.174 -0.0089 -0.0066 0.0026 0.112
H -3.411 1.706 -1.534 -0.0237 0.0275 0.0496 0.085
C -0.106 -4.040 0.157 -0.0041 0.1665 0.0501 -0.015
C 1.276 -3.591 0.466 -0.1779 -0.0644 0.0564 -0.307
C 2.433 -4.434 0.615 -0.0037 -0.0752 -0.0560 -0.011
C 3.473 -3.602 0.870 0.0596 0.0730 -0.0751 0.000
C 2.915 -2.263 0.866 0.1180 0.0753 0.1550 -0.312
C 3.664 -1.008 1.122 -0.0435 -0.0936 -0.0004 -0.009
N 1.594 -2.284 0.634 -0.0143 0.0613 -0.0660 0.034
H -0.200 -5.120 0.236 -0.0071 -0.0267 0.0013 0.090
H -0.370 -3.742 -0.862 0.0189 0.0064 -0.0562 0.065
H -0.827 -3.559 0.823 0.0684 -0.0504 -0.0190 0.054
H 2.438 -5.509 0.521 0.0139 0.0214 0.0329 0.117
H 4.512 -3.846 1.030 -0.0370 -0.0152 0.0151 0.118
H 4.600 -0.986 0.561 -0.0062 -0.0083 -0.0170 0.098
H 3.938 -0.947 2.180 -0.0027 0.0129 -0.0172 0.102
H 3.058 -0.143 0.861 0.0010 -0.0465 -0.0098 0.030
S -0.370 -2.449 5.168 0.0307 -0.0314 0.1270 0.841
C -0.826 -2.050 3.657 -0.0520 -0.0047 -0.1486 -0.815
N -1.151 -1.768 2.572 -0.0150 -0.0531 0.1486 0.066
C -3.860 -1.739 -3.287 0.0399 0.0039 0.0402 -0.044
C -2.823 -1.589 -2.145 0.0171 0.0294 -0.0497 -0.141
N -1.501 -1.287 -2.687 -0.1257 -0.1146 -0.0087 -0.168
C -1.521 -0.015 -3.398 0.0316 -0.0509 0.0617 -0.149
C -2.578 -0.043 -4.531 0.0287 -0.0144 0.0154 -0.043
N -3.143 -1.437 -4.574 0.0019 0.0196 0.0000 -0.087
C -2.044 -2.439 -4.808 0.0190 0.0192 0.0488 -0.043
C -1.075 -2.343 -3.603 -0.0095 0.1080 -0.0263 -0.134
H -4.688 -1.037 -3.206 -0.0209 0.0118 -0.0076 0.135
H -4.263 -2.746 -3.370 0.0026 -0.0209 -0.0130 0.139
H -2.766 -2.511 -1.566 0.0004 0.0075 -0.0090 0.128
H -3.118 -0.789 -1.463 0.0228 -0.0354 -0.0377 0.100
H -0.522 0.156 -3.798 0.0102 -0.0027 -0.0077 0.120
H -1.744 0.787 -2.692 -0.0049 -0.0386 -0.0251 0.099
H -2.161 0.172 -5.512 0.0151 -0.0113 -0.0196 0.139
H -3.414 0.632 -4.352 -0.0164 0.0070 -0.0002 0.134
H -3.807 -1.498 -5.343 -0.0153 0.0107 0.0023 0.192
H -1.573 -2.182 -5.755 -0.0002 0.0127 -0.0129 0.138
H -2.513 -3.416 -4.904 -0.0194 -0.0049 -0.0071 0.138
H -0.066 -2.114 -3.939 0.0244 0.0081 0.0573 0.111
H -1.046 -3.291 -3.069 -0.0193 -0.0274 0.0474 0.118
```
Positions in Å, forces in eV/Å.

energy above the lowest of the compared OMol25 structures with the same formula, charge and spin	114.3	kJ/mol
HOMO level (alpha / beta)	-13.370 / -12.925	eV
net charge	+2
Kohn-Sham gap (alpha / beta)	7.48 / 4.80	eV
total energy	-2126.9788	Eh
multiplicity	1

***

No. 2
ORCA calculation (the ωB97M-V functional and the def2-TZVPD basis) on a 2-piece molecular cluster, C9H17ClN2Si overall at a distorted geometry.

The geometry in XYZ format:
```
30
Properties=species:S:1:pos:R:3:forces:R:3:lowdin_charge:R:1
C 1.044 -0.889 0.885 -1.0488 -2.1561 -2.9625 -0.012
C -0.241 -0.880 0.580 -0.3697 -1.0432 -0.4227 -0.438
C -0.664 -1.581 -0.724 -1.7197 1.9018 -0.3454 -0.111
Si -1.395 0.385 1.126 -3.3500 0.4034 1.7234 0.158
C -2.926 0.047 2.443 0.4433 -2.6346 -3.8831 -0.191
C -2.172 0.968 -0.462 -0.3604 1.0944 1.0198 -0.217
Cl -0.528 2.002 2.011 0.7939 0.5469 0.0730 0.357
H 1.559 -1.506 0.144 0.9644 0.0589 0.8445 0.070
H 1.516 -0.237 1.500 1.3907 1.5345 2.0856 0.024
H 0.034 -2.300 -1.081 0.3314 -0.8927 -0.0237 0.065
H -0.632 -0.736 -1.437 0.3900 -0.3372 -0.1078 0.047
H -1.755 -1.832 -0.913 1.3021 -0.4487 0.9687 0.095
H -3.054 -1.083 2.249 -0.0919 1.2617 0.2543 0.031
H -2.778 0.069 3.480 0.4185 0.6924 1.3686 -0.021
H -3.898 0.465 2.085 0.9459 0.0808 0.4455 0.028
H -2.772 1.783 -0.018 -0.1954 -0.1340 -0.6402 0.032
H -1.398 1.467 -1.049 -0.1821 -0.2440 -0.3509 0.025
H -2.815 0.280 -1.018 0.2880 0.2119 0.0743 0.045
C 1.527 0.957 -2.042 3.0567 -4.9297 0.1381 -0.040
N 2.869 1.516 -2.008 -0.5892 3.5318 -0.1306 -0.147
C 3.442 2.871 -1.815 -0.5284 -4.4385 -0.8776 -0.008
C 4.747 2.627 -2.038 0.5814 -0.1005 0.1195 -0.168
N 5.050 1.295 -2.393 0.4077 2.2064 0.4366 0.073
C 3.880 0.774 -2.356 -0.1235 -4.7926 -1.5353 -0.311
H 1.284 0.441 -3.073 -0.5048 2.1326 1.9284 0.141
H 1.746 -0.031 -1.399 -0.7692 1.6320 -1.4491 0.090
H 1.020 1.433 -1.273 -2.3821 1.3836 0.1717 0.052
H 2.880 3.707 -1.572 -0.8806 1.1862 0.4664 0.080
H 5.465 3.390 -1.869 0.8910 0.2009 -0.2150 0.084
H 3.615 -0.321 -2.688 0.8906 2.0916 0.8255 0.165
```
Positions in Å, forces in eV/Å.

HOMO level	-9.120	eV
net charge	0
SMILES	C=C(C)[Si](C)(C)Cl.Cn1ccnc1
Kohn-Sham gap	9.69	eV
total energy	-1212.2605	Eh
multiplicity	1

***

No. 3
ORCA calculation (the ωB97M-V functional and the def2-TZVPD basis) on C22H35B2F4N8O5S2Sn as an isolated structure at a distorted geometry.

The geometry in XYZ format:
```
79
Properties=species:S:1:pos:R:3:forces:R:3:lowdin_charge:R:1
Sn -0.960 0.778 1.291 -0.7594 -0.5323 -0.1932 1.233
C -0.554 1.969 5.440 1.1663 1.2639 2.4415 -0.014
C -0.297 1.604 4.086 1.5077 -1.5973 -2.6997 -0.293
N -1.311 1.424 3.261 -1.9854 -0.3682 0.7251 -0.108
O -2.613 1.774 3.746 1.0204 -0.3112 -1.1018 0.026
B -2.825 3.196 3.363 -0.6263 -0.6161 -0.0895 -1.052
F -4.084 3.564 3.790 0.3270 -0.1013 -0.6051 0.167
F -1.838 3.967 3.925 0.3501 0.6176 -0.4002 0.171
O -2.793 3.323 1.767 1.4365 -0.1256 0.5533 0.027
N -1.624 2.892 1.192 -0.6597 1.6001 -3.7314 -0.011
C -1.238 3.527 0.043 -1.7677 -1.2084 4.2474 -0.211
C -1.738 4.872 -0.238 0.2093 1.4883 -0.5096 0.005
C -0.148 2.900 -0.637 3.6048 -2.3099 0.4253 -0.210
N 0.100 1.592 -0.428 -1.7047 3.4971 -0.2515 -0.046
O 1.289 1.143 -0.807 0.2366 -0.9732 -0.0836 0.010
B 2.320 1.228 0.331 0.7986 -0.4737 -0.5030 -1.129
F 3.451 0.614 -0.127 0.4010 0.4826 -0.5786 0.175
F 2.426 2.604 0.585 0.2384 -0.6047 0.8493 0.140
O 1.973 0.365 1.457 -0.6436 0.9480 1.3254 0.046
N 0.901 0.892 2.185 0.0541 -0.0356 0.3395 -0.121
C 1.000 1.323 3.466 -1.1183 0.0973 0.3143 -0.202
C 2.313 1.588 4.151 -0.7011 0.5883 -0.8254 0.009
C 0.992 3.731 -1.243 -2.9924 1.3252 -0.1696 0.013
H 0.164 2.796 5.682 -0.8081 -0.3959 0.0973 0.109
H -1.590 2.312 5.527 0.5536 -0.2017 0.3928 0.093
H -0.293 1.165 6.168 -0.3949 0.3210 -0.5395 0.115
H -0.944 5.644 -0.097 -0.2332 -0.6825 0.1213 0.116
H -1.988 4.993 -1.289 -0.3174 -0.1211 -0.1241 0.076
H -2.569 5.163 0.409 0.1178 -0.3382 -0.2310 0.098
H 2.614 0.759 4.764 0.4631 -0.5650 0.0002 0.082
H 3.000 1.815 3.316 0.1709 -0.1714 0.8093 0.097
H 2.209 2.439 4.847 0.0689 -0.1651 -0.5086 0.086
H 1.803 3.123 -1.480 1.2431 -0.7278 -0.2199 0.063
H 0.580 4.149 -2.167 0.1950 0.2428 -0.0350 0.059
H 1.242 4.587 -0.587 -0.0401 -0.6691 -0.2274 0.117
C 1.947 -5.254 -0.088 -0.5228 1.1451 -0.0027 -0.067
N 2.672 -4.003 -0.128 2.8130 -2.2462 3.3750 -0.311
C 2.909 -3.418 1.294 0.1662 -0.9105 -2.1863 0.007
C 3.909 -4.120 -0.963 -0.0782 0.2038 0.2220 -0.140
C 3.658 -3.963 -2.484 1.3340 0.1637 0.0044 -0.233
N 2.770 -2.907 -2.770 -1.1313 -0.1301 -0.2232 -0.292
C 1.959 -2.312 -1.719 0.4859 -0.0296 0.4663 -0.126
C 2.603 -2.572 -4.154 1.8668 -0.5078 0.7930 -0.094
H 2.451 -5.966 0.523 0.1576 -0.8208 0.7180 0.077
H 1.914 -5.624 -1.097 -0.3004 -0.2950 -0.4812 0.085
H 0.932 -5.003 0.266 0.2371 -0.5531 -0.0545 0.096
H 3.709 -3.995 1.763 -0.0571 -0.0325 0.1837 0.079
H 1.967 -3.578 1.824 0.2243 0.4033 0.0626 0.079
H 3.237 -2.362 1.222 -0.5590 -0.5222 -0.0714 0.092
H 4.416 -5.091 -0.818 -0.1661 0.3027 0.2669 0.120
H 4.561 -3.331 -0.596 0.1648 0.0637 -0.2199 0.118
H 3.412 -4.958 -2.932 -0.2939 0.2586 0.1893 0.105
H 4.671 -3.705 -2.965 -0.8288 -0.5686 0.7382 0.133
H 2.545 -1.497 -1.272 -0.4752 0.4876 -0.0121 0.061
H 1.994 -3.211 -0.784 -1.1387 2.7142 -2.2194 0.006
H 1.007 -1.970 -2.065 -0.5843 0.3764 -0.5246 0.033
H 3.159 -1.672 -4.405 0.4470 0.3140 -0.3521 0.074
H 1.618 -2.373 -4.453 -1.7360 -0.0239 -0.2049 0.054
H 3.006 -3.428 -4.705 -0.1431 0.2785 -0.4970 0.077
O -2.778 0.588 -0.021 0.2678 -0.5866 0.4319 -0.229
N -3.447 -0.575 0.078 -0.0633 -0.0859 0.0659 -0.194
C -4.779 -0.499 -0.202 0.4046 -0.2605 0.9438 0.014
C -5.542 -1.544 0.269 -1.0877 -0.7536 -0.6419 -0.041
C -4.974 -2.770 0.677 0.2618 1.0129 0.2305 -0.043
C -3.602 -2.909 0.611 -0.2475 0.7254 -0.0892 -0.065
C -2.817 -1.763 0.446 0.4968 1.8589 -1.0498 -0.566
S -1.059 -1.629 0.526 -0.4582 -0.2461 0.5424 0.738
H -5.113 0.437 -0.684 0.1902 -0.7097 0.6234 0.158
H -6.635 -1.531 0.190 0.5036 0.3689 0.0100 0.118
H -5.593 -3.541 1.132 0.0646 -0.0204 -0.6386 0.120
H -3.141 -3.868 0.635 0.4475 -0.4513 0.6208 0.109
S -1.466 3.013 -3.668 -0.8544 1.0563 -0.7442 1.031
C -2.647 2.930 -4.916 -0.6820 0.7246 0.4881 -0.390
C -2.734 1.681 -5.437 0.9774 0.8193 -0.0611 -0.246
N -1.750 0.872 -4.982 0.7853 -1.2035 1.1197 -0.014
C -1.054 1.442 -4.028 -0.2513 -1.0387 -0.6944 -0.487
H -3.213 3.804 -5.139 -0.4516 0.2868 -0.1450 0.050
H -3.385 1.328 -6.217 -0.1408 0.1138 -0.0565 0.105
H -0.262 1.031 -3.453 0.5441 -0.8592 0.0596 0.063
```
Positions in Å, forces in eV/Å.

HOMO level (alpha / beta)	-5.776 / -5.776	eV
net charge	0
Kohn-Sham gap (alpha / beta)	4.46 / 4.42	eV
total energy	-3133.3330	Eh
multiplicity	2

***

No. 4
ORCA calculation (the ωB97M-V functional and the def2-TZVPD basis) on one molecule with the formula H3O2PS4 at a distorted geometry.

The geometry in XYZ format:
```
10
Properties=species:S:1:pos:R:3:forces:R:3:lowdin_charge:R:1
O 1.243 -2.685 0.229 -1.0043 -2.4218 1.1480 -0.622
S 1.268 -1.345 -0.272 0.8630 2.2154 -0.7687 0.471
S 0.930 0.256 1.160 -0.7750 -0.3729 -0.5045 0.162
P -1.011 1.254 0.601 1.0202 -0.3630 1.6487 0.250
O -0.599 2.319 -0.536 0.2805 0.3970 -0.8122 -0.472
S -2.045 0.153 -0.825 -0.2837 -0.9089 -1.0638 0.115
S -2.296 -1.754 -0.048 -0.2093 -0.2828 0.2464 0.253
H 2.613 -1.140 -0.144 0.0013 0.8725 -0.3077 -0.055
H -0.095 3.080 -0.229 -0.0813 0.0680 0.1850 0.057
H -1.890 -2.563 -1.073 0.1886 0.7966 0.2288 -0.158
```
Positions in Å, forces in eV/Å.

energy above the lowest of the compared OMol25 structures with the same formula, charge and spin	140.5	kJ/mol
HOMO level	-9.005	eV
net charge	0
SMILES	O=[SH]#S#P(O)SS
Kohn-Sham gap	8.75	eV
total energy	-2086.3615	Eh
multiplicity	1